Entry 1:
DFT (ωB97M-V with the def2-TZVPD basis set) results for a molecular structure, C54H50AsI2N7OSiV.

```
! wB97M-V def2-TZVPD RIJCOSX def2/J DEFGRID3
* xyz 0 4
V -0.786 1.235 0.696
N 2.947 -1.165 0.178
C 1.475 -1.269 0.257
N 0.821 -0.617 -0.905
C 1.607 0.476 -1.447
N 1.228 1.681 -1.537
N 0.062 2.049 -0.913
C -0.422 3.284 -1.298
C -1.584 3.624 -0.660
C -2.619 4.512 -1.156
C -3.894 4.324 -0.793
C -4.288 3.319 0.243
C -3.138 2.628 0.925
N -1.847 2.739 0.363
C 2.968 0.084 -1.879
C 3.639 0.571 -2.993
C 4.917 0.121 -3.292
C 5.527 -0.815 -2.461
C 4.878 -1.286 -1.328
C 3.592 -0.839 -1.028
H 3.408 -1.871 0.726
H 1.145 -0.783 1.172
H 0.073 3.852 -2.071
H -2.352 5.222 -1.932
H -4.692 4.881 -1.272
H -5.223 2.799 0.077
H -3.276 1.432 2.542
H 3.140 1.300 -3.625
H 5.443 0.504 -4.160
H 6.523 -1.174 -2.695
H 5.374 -1.985 -0.656
I -5.412 -3.507 4.507
C -3.863 -2.328 3.742
C -3.222 -1.412 4.559
C -2.198 -0.641 4.023
I -1.424 0.911 5.199
C -1.748 -0.767 2.695
O -0.737 -0.063 2.199
C -2.476 -1.664 1.889
C -2.161 -1.711 0.420
N -2.546 -0.453 -0.274
C -3.991 -0.169 -0.188
C -4.313 0.589 1.082
C -5.483 0.826 1.687
C -5.604 1.913 2.682
C -4.927 3.086 2.715
C -3.990 3.647 1.703
N -3.203 1.311 1.539
C -3.506 -2.435 2.407
H -3.521 -1.284 5.591
H -2.674 -2.572 -0.019
H -1.092 -1.826 0.274
H -2.286 -0.554 -1.243
H -4.598 -1.077 -0.275
H -4.245 0.483 -1.026
H -6.357 0.211 1.485
H -6.349 1.764 3.460
H -5.142 3.751 3.547
H -3.583 4.631 1.905
H -4.043 -3.113 1.750
C 2.645 -4.591 0.864
C 2.816 -4.913 -0.512
C 2.103 -4.197 -1.501
C 1.215 -3.221 -1.165
C 1.042 -2.784 0.277
C 1.808 -3.603 1.263
Si 0.397 -1.864 -2.113
C -1.425 -2.338 -2.246
C -1.884 -3.531 -1.676
C -3.165 -4.010 -1.933
C -4.017 -3.300 -2.770
C -3.575 -2.122 -3.366
C -2.291 -1.656 -3.113
C 0.780 -1.517 -3.906
C 0.801 -0.232 -4.467
C 0.793 -0.058 -5.848
C 0.758 -1.161 -6.690
C 0.741 -2.445 -6.152
C 0.743 -2.619 -4.773
H 3.200 -5.153 1.606
H 3.504 -5.702 -0.797
H 2.273 -4.429 -2.549
H -0.026 -2.778 0.558
H 1.691 -3.367 2.319
H -1.221 -4.107 -1.032
H -3.490 -4.948 -1.495
H -5.015 -3.671 -2.974
H -4.221 -1.584 -4.052
H -1.943 -0.762 -3.627
H 0.811 0.641 -3.818
H 0.800 0.945 -6.263
H 0.728 -1.028 -7.767
H 0.707 -3.312 -6.803
H 0.690 -3.630 -4.361
C 2.031 0.913 3.403
As 1.333 1.917 1.893
C 0.817 3.562 2.803
C 3.019 2.571 1.047
C 4.190 2.612 1.983
C 4.402 3.688 2.844
C 5.417 3.655 3.793
C 6.256 2.550 3.882
C 6.090 1.497 2.990
C 5.068 1.530 2.052
H 2.407 1.596 4.157
H 2.839 0.265 3.075
H 1.234 0.305 3.817
H 1.598 3.897 3.482
H -0.097 3.384 3.365
H 0.620 4.328 2.053
H 2.778 3.558 0.657
H 3.229 1.910 0.211
H 3.769 4.568 2.769
H 5.548 4.493 4.468
H 7.035 2.516 4.634
H 6.758 0.643 3.032
H 4.935 0.707 1.356
*
```

The calculation puts the highest occupied orbital energy (spin up / spin down) at -6.254 / -6.185 eV. The calculation puts the calculated total energy at -179891.3284 eV. Its molar mass is 1220.802 g mol⁻¹. As for the LUMO energy (spin up / spin down): 0.41 / -0.91 eV. The HOMO-LUMO gap (spin up / spin down) comes out at 6.66 / 5.27 eV. The value obtained for the energy above the lowest of the compared OMol25 structures with the same formula, charge and spin is 278.14 kJ/mol.

=====

Entry 2:
DFT (ωB97M-V with the def2-TZVPD basis set) results for 2 unconnected molecules or ions with the total composition C4H10O.

```
! wB97M-V def2-TZVPD RIJCOSX def2/J DEFGRID3
* xyz 0 1
C 1.258 -0.858 -0.021
C 0.173 -0.125 0.208
C 0.202 1.183 0.941
C -1.197 -0.553 -0.249
O -1.291 -1.960 -0.247
H 1.193 -1.824 -0.508
H 2.243 -0.497 0.273
H 1.176 1.676 0.903
H -0.559 1.890 0.589
H -0.027 0.949 1.982
H -1.357 -0.143 -1.263
H -1.961 -0.092 0.400
H -2.092 -2.205 -0.722
H 1.157 1.802 -1.574
H 1.322 1.077 -1.555
*
```

The calculation puts the highest occupied orbital energy at -9.200 eV. As for the SMILES: C=C(C)CO.[H][H]. The calculation puts the calculated total energy at -6355.7752 eV. Its molar mass is 74.123 g mol⁻¹. As for the LUMO energy: 0.90 eV. The HOMO-LUMO gap comes out at 10.10 eV. The value obtained for the energy above the lowest of the compared OMol25 structures with the same formula, charge and spin is 195.65 kJ/mol.

=====

Entry 3:
DFT (ωB97M-V with the def2-TZVPD basis set) results for 4 unconnected molecules or ions with the total composition C3H13NO3.

```
! wB97M-V def2-TZVPD RIJCOSX def2/J DEFGRID3
* xyz 0 1
C -2.028 -0.784 -0.372
C -0.597 -0.313 -0.214
C -0.684 1.197 -0.303
O 0.467 -1.021 -0.931
N -2.853 -0.038 0.535
H -2.255 -0.544 -1.370
H -2.095 -1.910 -0.359
H -0.273 -0.533 0.868
H -1.566 1.475 -1.068
H -1.156 1.518 0.686
H 0.299 1.679 -0.658
H -1.033 -0.772 2.777
H -1.530 -0.372 2.920
H -3.759 -0.091 -0.084
H 2.596 0.685 0.481
H 2.698 1.075 2.077
O 2.035 1.038 1.395
H 1.457 -0.805 -0.578
H 3.234 -0.521 -1.602
O 2.899 -0.170 -0.776
*
```

The calculation puts the highest occupied orbital energy at -8.611 eV. The calculation puts the calculated total energy at -10944.5401 eV. Its molar mass is 111.141 g mol⁻¹. As for the LUMO energy: -5.18 eV. The HOMO-LUMO gap comes out at 3.43 eV. The value obtained for the energy above the lowest of the compared OMol25 structures with the same formula, charge and spin is 987.19 kJ/mol.

=====

Entry 4:
DFT (ωB97M-V with the def2-TZVPD basis set) results for 24 unconnected molecules or ions with the total composition C38H46Cl69I2N6O3S.

```
! wB97M-V def2-TZVPD RIJCOSX def2/J DEFGRID3
* xyz 1 1
C 1.788 -2.839 2.851
C 2.507 -2.112 1.713
N 2.037 -2.544 0.385
N 2.105 -1.445 -0.481
C 3.409 -1.146 -1.060
C 4.145 -2.438 -1.496
C 4.622 -2.280 -2.960
C 3.476 -2.176 -3.947
O 3.624 -1.838 -5.088
O 2.258 -2.466 -3.434
C 0.967 -0.812 -0.629
N -0.197 -1.232 -0.119
C -1.137 -0.382 -0.443
C -2.535 -0.625 0.001
C -2.326 -1.002 1.489
C -2.739 0.073 2.487
O -1.286 -0.354 2.093
N -0.618 0.629 -1.163
C -1.372 1.730 -1.668
I -0.838 3.553 -0.577
C -1.450 1.950 -3.219
C -0.608 3.100 -3.763
I -1.035 0.168 -4.379
N 0.721 0.363 -1.279
N 1.512 1.302 -1.949
C 2.247 1.990 -1.218
S 3.024 2.979 -0.340
H 1.002 -2.237 3.303
H 2.512 -3.069 3.634
H 1.410 -3.789 2.498
H 3.575 -2.333 1.803
H 2.430 -1.026 1.839
H 1.093 -2.908 0.403
H 4.014 -0.654 -0.291
H 3.361 -0.499 -1.928
H 5.025 -2.600 -0.879
H 3.476 -3.292 -1.485
H 5.267 -1.415 -3.068
H 5.145 -3.204 -3.219
H 1.589 -2.096 -4.029
H -2.977 -1.505 -0.456
H -3.175 0.246 -0.043
H -2.518 -2.033 1.767
H -2.661 -0.201 3.527
H -2.632 1.082 2.125
H -2.390 1.522 -1.352
H -2.486 2.178 -3.444
H 0.339 3.244 -3.250
H -0.388 2.946 -4.819
H -1.163 4.036 -3.696
C 7.597 -4.930 -0.018
Cl 7.420 -3.337 -0.774
Cl 7.950 -4.710 1.699
Cl 6.153 -5.906 -0.294
H 8.430 -5.436 -0.488
C 2.265 -7.931 -2.117
Cl 3.591 -7.111 -1.288
Cl 2.264 -7.528 -3.833
Cl 2.321 -9.672 -1.864
H 1.341 -7.558 -1.695
C -4.430 3.525 1.727
Cl -4.807 2.056 0.821
Cl -5.254 4.918 1.039
Cl -4.842 3.323 3.439
H -3.365 3.691 1.651
C -0.053 3.149 3.729
Cl -1.814 3.394 3.654
Cl 0.766 4.674 4.063
Cl 0.377 1.918 4.913
H 0.271 2.799 2.757
C -6.002 2.274 -3.256
Cl -4.695 3.340 -2.722
Cl -6.034 2.175 -5.008
Cl -5.792 0.671 -2.542
H -6.942 2.688 -2.916
C -5.816 4.973 -8.261
Cl -7.442 5.594 -7.970
Cl -4.881 4.950 -6.763
Cl -5.881 3.363 -8.972
H -5.321 5.635 -8.960
C -8.236 3.569 4.982
Cl -8.582 2.102 4.065
Cl -9.052 4.960 4.275
Cl -8.695 3.366 6.677
H -7.171 3.749 4.941
C 7.919 -6.582 -4.400
Cl 8.482 -5.301 -3.314
Cl 9.221 -7.712 -4.760
Cl 6.526 -7.418 -3.718
H 7.610 -6.116 -5.327
C -5.947 3.625 10.877
Cl -5.079 5.041 11.474
Cl -4.818 2.318 10.507
Cl -7.164 3.094 12.037
H -6.451 3.899 9.959
C 7.986 -1.888 5.008
Cl 9.601 -1.176 5.049
Cl 6.980 -1.078 3.803
Cl 8.074 -3.617 4.688
H 7.530 -1.750 5.981
C -2.426 -0.511 10.541
Cl -0.990 0.433 10.934
Cl -2.687 -0.547 8.792
Cl -2.298 -2.146 11.185
H -3.281 -0.033 11.001
C 6.669 3.113 2.027
Cl 5.188 4.064 1.831
Cl 7.267 3.257 3.670
Cl 6.414 1.418 1.606
H 7.417 3.513 1.355
C -2.284 -3.919 -4.655
Cl -0.546 -3.718 -4.415
Cl -2.675 -5.571 -5.141
Cl -3.173 -3.469 -3.197
H -2.597 -3.258 -5.453
C 9.180 -4.971 8.890
Cl 9.377 -3.773 7.608
Cl 7.909 -4.554 10.047
Cl 8.905 -6.567 8.187
H 10.104 -5.004 9.451
C -0.319 -2.388 5.772
Cl -0.783 -1.560 4.284
Cl 0.544 -3.883 5.408
Cl 0.671 -1.329 6.761
H -1.213 -2.640 6.327
C -1.144 7.568 -5.358
Cl -2.667 6.964 -4.694
Cl 0.229 6.644 -4.733
Cl -1.164 7.525 -7.115
H -1.026 8.597 -5.043
C -4.213 10.275 -7.243
Cl -2.473 10.515 -7.049
Cl -4.594 8.561 -7.428
Cl -5.092 10.963 -5.881
H -4.523 10.790 -8.142
C 9.536 -0.277 -2.101
Cl 10.652 1.024 -1.702
Cl 10.364 -1.830 -2.143
Cl 8.194 -0.321 -0.944
H 9.125 -0.083 -3.083
C -4.372 0.070 -11.732
Cl -4.587 1.537 -12.686
Cl -3.815 0.464 -10.101
Cl -5.859 -0.876 -11.669
H -3.610 -0.532 -12.208
C 4.706 -3.077 8.197
Cl 6.070 -2.088 8.726
Cl 3.897 -2.336 6.816
Cl 5.209 -4.716 7.801
H 3.996 -3.127 9.012
C -8.028 6.803 13.035
Cl -8.272 8.278 12.096
Cl -7.274 7.166 14.587
Cl -9.549 5.941 13.259
H -7.358 6.160 12.482
C -1.633 -8.707 -6.768
Cl -0.533 -9.663 -5.771
Cl -1.129 -8.757 -8.457
Cl -3.294 -9.281 -6.594
H -1.603 -7.672 -6.439
C -9.443 1.834 -11.474
Cl -8.735 3.082 -10.446
Cl -8.223 1.154 -12.550
Cl -10.187 0.567 -10.496
H -10.216 2.291 -12.079
*
```

The calculation puts the highest occupied orbital energy at -11.296 eV. The calculation puts the calculated total energy at -946306.6571 eV. Its molar mass is 3366.957 g mol⁻¹. As for the LUMO energy: -3.43 eV. The HOMO-LUMO gap comes out at 7.86 eV. The value obtained for the energy above the lowest of the compared OMol25 structures with the same formula, charge and spin is 0.00 kJ/mol.

=====

Entry 5:
DFT (ωB97M-V with the def2-TZVPD basis set) results for 2 unconnected molecules or ions with the total composition C4H4Cl2O.

```
! wB97M-V def2-TZVPD RIJCOSX def2/J DEFGRID3
* xyz 0 1
C 0.635 -1.579 0.852
C 1.170 -0.552 0.437
C 1.391 0.667 -0.174
C -1.482 0.056 -0.910
O 0.944 1.829 0.276
Cl -1.564 -1.495 -0.134
Cl -1.975 1.303 0.210
H 0.676 -2.457 1.495
H 2.171 0.552 -1.023
H -2.139 0.096 -1.717
H 0.172 1.580 0.687
*
```

The calculation puts the highest occupied orbital energy (spin up / spin down) at -7.551 / -8.494 eV. The calculation puts the calculated total energy at -31299.0090 eV. Its molar mass is 138.981 g mol⁻¹. As for the LUMO energy (spin up / spin down): -1.02 / -0.49 eV. The HOMO-LUMO gap (spin up / spin down) comes out at 6.53 / 8.01 eV. The value obtained for the energy above the lowest of the compared OMol25 structures with the same formula, charge and spin is 521.46 kJ/mol.

=====

Entry 6:
DFT (ωB97M-V with the def2-TZVPD basis set) results for C18H26N6O4 in the gas phase.

```
! wB97M-V def2-TZVPD RIJCOSX def2/J DEFGRID3
* xyz 0 1
C 2.118 2.008 -2.224
C 2.293 2.096 -0.744
N 3.086 3.009 -0.206
N 3.018 2.773 1.119
C 2.221 1.736 1.444
C 2.081 1.249 2.842
C 1.709 1.275 0.250
C 0.842 0.066 0.043
C 1.784 -1.125 0.044
O 2.320 -1.449 1.096
N 2.175 -1.687 -1.136
C 1.435 -1.650 -2.388
C 0.919 -3.047 -2.715
O -0.198 -3.260 -3.138
N 1.844 -4.001 -2.446
C 3.230 -3.617 -2.231
C 3.329 -2.591 -1.101
C 4.633 -1.782 -1.237
O 5.446 -2.026 -2.117
N 4.765 -0.775 -0.355
C 5.866 0.158 -0.432
C 5.860 0.990 -1.709
C 7.006 1.982 -1.630
C 6.784 2.928 -0.468
N 6.422 2.236 0.768
C 6.407 3.084 1.943
C 5.812 1.026 0.826
O 5.278 0.600 1.840
H 1.063 1.995 -2.502
H 2.589 2.864 -2.704
H 2.577 1.098 -2.620
H 3.564 3.331 1.750
H 1.192 0.629 2.942
H 2.943 0.635 3.106
H 2.007 2.081 3.544
H 0.157 -0.069 0.880
H 0.247 0.175 -0.860
H 0.579 -0.992 -2.327
H 2.078 -1.298 -3.202
H 1.605 -4.950 -2.683
H 3.809 -4.499 -1.971
H 3.676 -3.205 -3.137
H 3.317 -3.087 -0.130
H 4.187 -0.748 0.478
H 6.815 -0.393 -0.387
H 5.956 0.329 -2.567
H 4.907 1.523 -1.781
H 7.952 1.446 -1.505
H 7.086 2.567 -2.547
H 7.686 3.511 -0.266
H 5.980 3.632 -0.711
H 6.019 2.523 2.788
H 7.418 3.429 2.169
H 5.784 3.968 1.767
*
```

The calculation puts the highest occupied orbital energy at -8.888 eV. As for the SMILES: Cc1n[nH]c(C)c1CC(=O)N1CC(=O)NC[C@H]1C(=O)N[C@H]1CCCN(C)C1=O. The calculation puts the calculated total energy at -36221.1920 eV. Its molar mass is 390.444 g mol⁻¹. As for the LUMO energy: 0.72 eV. The HOMO-LUMO gap comes out at 9.60 eV. The value obtained for the energy above the lowest of the compared OMol25 structures with the same formula, charge and spin is 0.07 kJ/mol.